The following is a quantum chemistry calculation of C35H30N4O5RuS as an isolated structure, from the Open Molecules 2025 dataset.

Structure (XYZ):
```
76
Properties=species:S:1:pos:R:3:lowdin_spin:R:1
Ru 0.94 0.32 -0.77 2.6339
O 4.87 2.39 0.65 0.0027
C 3.69 1.94 0.27 0.0036
O 3.47 0.83 -0.16 0.0527
C 2.59 2.93 0.44 0.0101
C 2.70 4.17 1.06 0.0040
C 1.56 4.96 1.15 -0.0031
C 0.36 4.50 0.62 0.0038
C 0.35 3.26 0.02 0.0070
N 1.43 2.51 -0.06 0.1116
C -0.87 2.63 -0.61 0.0130
O -1.95 3.14 -0.56 0.0269
O -0.58 1.49 -1.25 0.1197
H 5.54 1.69 0.51 0.0002
H 3.65 4.50 1.45 0.0009
H 1.61 5.93 1.63 -0.0002
H -0.55 5.08 0.66 0.0008
N 2.78 -3.51 -0.80 0.0125
C 2.14 -2.48 -1.34 0.0211
N 1.94 -1.51 -0.47 0.0275
C 2.49 -1.95 0.76 0.0056
C 2.58 -1.37 2.02 0.0053
C 3.19 -2.10 3.02 0.0020
C 3.71 -3.38 2.78 0.0008
C 3.64 -3.97 1.54 0.0023
C 3.02 -3.22 0.54 0.0016
H 3.02 -4.36 -1.28 0.0003
H 1.85 -2.46 -2.38 0.0012
H 2.20 -0.38 2.22 0.0026
H 3.28 -1.67 4.01 0.0001
H 4.18 -3.92 3.60 0.0000
H 4.04 -4.96 1.35 0.0001
C -4.82 -0.75 -3.70 0.0003
C -3.33 -0.61 -3.80 0.0012
C -2.73 0.65 -3.69 0.0004
C -1.36 0.80 -3.76 0.0006
C -0.57 -0.33 -3.93 0.0056
C -1.14 -1.60 -4.03 0.0025
C -2.52 -1.73 -3.97 -0.0001
S 1.17 -0.25 -3.97 0.0127
C 1.51 0.97 -5.21 0.0013
O 1.68 0.48 -2.68 0.0801
H -5.33 0.14 -4.07 0.0000
H -5.12 -0.90 -2.66 0.0002
H -5.17 -1.61 -4.27 0.0000
H -3.35 1.53 -3.54 0.0000
H -0.92 1.78 -3.66 0.0002
H -0.51 -2.47 -4.18 0.0002
H -2.97 -2.71 -4.07 0.0000
H 0.86 1.83 -5.08 0.0000
H 1.33 0.49 -6.18 -0.0002
H 2.56 1.23 -5.12 0.0001
N 0.17 0.12 0.92 0.5429
C -0.80 -0.12 1.72 0.1164
C -2.05 -0.68 1.20 0.0395
C -2.04 -1.53 0.09 0.0177
C -3.22 -2.02 -0.42 0.0004
C -4.43 -1.66 0.17 0.0140
C -4.45 -0.80 1.26 0.0025
C -3.27 -0.32 1.79 0.0148
C -0.60 0.20 3.15 0.0312
C -1.17 -0.61 4.13 0.0101
C -0.93 -0.34 5.47 0.0018
C -0.15 0.75 5.83 0.0104
C 0.41 1.57 4.85 0.0007
C 0.20 1.29 3.51 0.0127
H -1.09 -1.82 -0.35 0.0051
H -3.21 -2.70 -1.26 -0.0001
H -5.36 -2.05 -0.23 0.0007
H -5.40 -0.51 1.70 0.0002
H -3.28 0.36 2.63 0.0003
H -1.77 -1.47 3.85 0.0002
H -1.36 -0.97 6.23 0.0001
H 0.01 0.97 6.87 0.0005
H 1.01 2.42 5.14 0.0000
H 0.63 1.92 2.74 0.0024
```

Its net charge is +2. The calculation puts the relative energy (zero: lowest compared OMol25 entry of this formula, charge and spin) at 0.00 kcal/mol. The highest occupied orbital energy (alpha / beta) comes out at -0.5181 / -0.5216 Eh. As for the HOMO-LUMO gap (alpha / beta): 0.3156 / 0.2389 Eh. The value obtained for the strongest force on any atom is 0.5 eV Å⁻¹. The value obtained for the LUMO energy (alpha / beta) is -5.5 / -7.7 eV. Its expectation value of S² is 6.019. Its spin multiplicity is 5.